[1]
14
Properties=species:S:1:pos:R:3:forces:R:3 method="wB97M-V/def2-TZVPD" e_above_lowest_kcal_mol=137.12 lumo_ev=0.2037 total_energy_ev=-9737.087 gap_ev=8.32
C -1.093355 0.021286 -0.084242 -0.5 -0.9 -0.9
C -0.258891 -1.059791 -0.178891 0.5 0.7 1.7
C 1.178602 -1.094083 -0.139338 0.2 -3.4 -3.0
H -1.805318 1.857762 0.620861 2.4 -1.0 -4.3
H -0.225997 1.909868 -0.117816 0.8 -0.7 -0.4
H -2.354834 -1.187297 0.937350 -0.5 0.5 -0.1
H -3.086090 0.316228 0.284904 0.9 -1.8 0.3
H -0.726050 -2.017497 0.163198 0.5 0.8 -0.8
H 1.708459 -1.987757 -0.643242 -1.4 0.5 1.3
H 2.399990 1.677483 -0.010880 -1.6 -3.0 1.3
N -1.034122 1.437216 -0.518970 -3.4 -0.6 5.8
N -2.377218 -0.464485 0.229618 -1.1 3.0 -0.2
N 2.127487 -0.309466 -0.005725 2.6 1.7 -0.1
O 1.764835 0.947986 0.405748 0.6 4.0 -0.4

---

[2]
77
Properties=species:S:1:pos:R:3:forces:R:3 method="wB97M-V/def2-TZVPD" e_above_lowest_kcal_mol=16.79 lumo_ev=-0.4832 smiles="C[N+](=O)[O-].C[N+](=O)[O-].C[N+](=O)[O-].C[N+](=O)[O-].C[N+](=O)[O-].C[N+](=O)[O-].C[N+](=O)[O-].C[N+](=O)[O-].C[N+](=O)[O-].C[N+](=O)[O-].C[N+](=O)[O-]" total_energy_ev=-73347.422 gap_ev=10.49
C -22.704448 -5.905246 4.936756 -0.3 -0.2 0.6
N -23.326015 -4.768952 4.213912 0.9 -0.5 -0.7
O -22.832374 -3.670917 4.377630 -0.2 0.3 0.2
O -24.158325 -5.046358 3.386220 -0.6 0.3 0.1
H -21.829537 -6.220286 4.378969 0.1 0.2 -0.1
H -23.414389 -6.722332 4.964319 -0.1 0.0 0.0
H -22.437242 -5.572571 5.933651 0.1 0.1 0.0
C -27.538981 -1.993515 -2.132892 0.4 -0.4 -0.1
N -28.663895 -1.991821 -3.110365 0.1 -0.2 0.1
O -29.073555 -0.937171 -3.527636 -0.1 0.4 0.0
O -29.027222 -3.088130 -3.489556 -0.1 0.0 0.1
H -27.358256 -1.048314 -1.638728 -0.3 0.3 -0.3
H -26.692084 -2.265787 -2.759601 0.2 0.1 0.3
H -27.696731 -2.771316 -1.396376 -0.1 -0.2 -0.1
C -20.998340 -4.416490 -3.430322 -0.6 -0.3 0.1
N -21.278597 -3.022694 -2.988783 0.2 -0.4 0.5
O -20.636505 -2.143875 -3.502077 0.3 0.5 -0.5
O -22.091478 -2.851988 -2.106147 -0.4 -0.1 0.0
H -21.558049 -4.590402 -4.347882 0.3 0.2 -0.2
H -21.408219 -5.096469 -2.691564 0.2 0.1 0.2
H -19.929210 -4.512848 -3.550512 0.1 0.0 -0.2
C -25.471963 0.691416 1.965369 0.6 -0.7 -0.2
N -24.909707 1.201962 0.680592 -0.9 0.5 -0.7
O -24.240456 0.464587 -0.015270 0.3 -0.2 0.4
O -25.274151 2.313493 0.337631 0.4 -0.3 0.4
H -24.906409 1.103591 2.791420 -0.1 0.4 0.1
H -25.306635 -0.380349 1.983073 0.0 0.0 -0.1
H -26.526758 0.926511 1.956586 0.0 0.3 0.2
C -26.894689 -2.831462 2.783101 0.0 -0.2 -1.1
N -27.158606 -2.412098 4.165089 0.0 0.0 -0.2
O -28.267998 -2.023398 4.435318 -0.5 0.2 0.1
O -26.224189 -2.454998 4.928832 0.4 0.0 0.4
H -26.148547 -3.617097 2.778913 0.1 0.0 0.1
H -26.541039 -1.965991 2.220826 0.1 0.0 0.3
H -27.803127 -3.143323 2.277461 -0.2 -0.1 0.4
C -21.145551 -7.614717 0.370161 -0.5 -0.8 0.4
N -22.485553 -7.296066 0.967760 1.0 0.8 0.6
O -22.590630 -7.407416 2.173263 0.0 -0.5 0.0
O -23.301721 -6.783679 0.256397 -0.8 0.1 -0.8
H -20.520251 -6.761384 0.601463 0.2 0.1 -0.2
H -21.281397 -7.817926 -0.683159 0.0 0.3 -0.1
H -20.804908 -8.516390 0.870814 0.2 0.1 0.1
C -22.799403 0.617714 -2.637114 0.5 0.5 0.1
N -22.002028 1.732176 -2.007571 1.1 -0.2 -0.3
O -22.208387 2.836308 -2.450133 -0.3 0.2 0.3
O -21.073931 1.465004 -1.240357 -1.1 -0.2 -0.4
H -23.829469 0.937384 -2.703768 -0.1 0.0 0.2
H -22.636599 -0.283690 -2.071914 -0.1 -0.2 0.1
H -22.377935 0.554871 -3.638078 0.0 -0.2 0.0
C -19.929062 -1.298297 -0.091025 -1.5 0.9 0.7
N -19.456250 -2.557631 0.517538 -0.1 0.3 -0.3
O -18.585880 -2.508245 1.348683 0.4 0.1 0.4
O -19.986765 -3.584143 0.150493 -0.3 -0.7 -0.3
H -19.476519 -1.084919 -1.049200 0.4 -0.1 0.1
H -19.887380 -0.514241 0.661883 0.9 0.1 -0.2
H -21.007422 -1.360267 -0.229833 0.2 -0.5 -0.4
C -26.111326 -5.556241 -2.180967 -0.1 0.0 0.5
N -26.424769 -6.644320 -3.129021 -0.2 -0.3 0.3
O -26.845601 -7.681046 -2.641202 0.1 0.3 -0.4
O -26.196588 -6.452796 -4.300275 0.0 -0.1 -0.3
H -26.238769 -4.584821 -2.632802 0.1 0.0 -0.4
H -25.084174 -5.725572 -1.868177 0.0 0.1 0.1
H -26.780921 -5.667003 -1.337978 0.1 -0.1 0.1
C -23.229858 -3.141698 0.658852 0.0 1.1 1.0
N -24.575657 -3.422764 0.121237 0.7 -0.3 -0.7
O -25.161226 -4.372481 0.587829 -0.4 0.0 0.1
O -24.969731 -2.745620 -0.808821 -0.3 0.2 0.1
H -22.828556 -2.227910 0.242558 -0.2 -0.1 -0.5
H -22.584125 -3.992270 0.492809 -0.1 -0.2 0.1
H -23.379395 -2.901138 1.714879 0.1 -0.6 0.1
C -20.435440 -2.007120 4.085047 0.4 0.4 0.9
N -21.476805 -1.008469 3.742753 -0.5 -0.7 0.4
O -22.022712 -0.424674 4.645025 0.2 0.3 0.3
O -21.782296 -0.889678 2.578797 0.1 0.1 -1.0
H -19.483484 -1.477101 4.111879 0.0 -0.1 -0.4
H -20.460401 -2.827309 3.386110 0.1 0.0 -0.2
H -20.630297 -2.324298 5.102976 -0.2 -0.1 -0.1